# 1
{
  "formula": "C24H16F3N2O2S",
  "method": "ωB97M-V/def2-TZVPD",
  "total_charge": -1,
  "e_homo_ev": -3.351,
  "elements": ["C", "C", "C", "N", "C", "N", "C", "C", "C", "C", "C", "C", "H", "H", "H", "H", "H", "H", "F", "C", "F", "F", "C", "C", "C", "C", "C", "S", "C", "C", "C", "C", "C", "C", "O", "O", "C", "C", "H", "H", "H", "H", "H", "H", "H", "H", "H", "H"],
  "coordinates": [[-0.911, -1.443, 2.194], [-2.166, -0.902, 2.123], [-2.568, 0.188, 2.951], [-2.887, 1.084, 3.635], [-3.228, -1.523, 1.397], [-4.121, -2.001, 0.801], [-0.583, -2.698, 1.544], [-0.992, -2.958, 0.213], [-0.679, -4.163, -0.411], [0.014, -5.156, 0.290], [0.399, -4.935, 1.622], [0.133, -3.712, 2.236], [-0.169, -0.984, 2.855], [-1.524, -2.176, -0.334], [-1.003, -4.336, -1.439], [0.204, -6.120, -0.189], [0.904, -5.724, 2.183], [0.457, -3.512, 3.262], [6.836, 0.602, -1.221], [5.849, -0.341, -1.285], [6.055, -1.033, -2.453], [6.084, -1.235, -0.272], [4.463, 0.228, -1.175], [3.447, -0.414, -1.874], [2.136, -0.033, -1.652], [1.787, 0.989, -0.725], [0.401, 1.211, -0.511], [-0.133, 2.798, -0.041], [-1.880, 2.962, -0.449], [-2.272, 3.741, -1.543], [-3.631, 3.932, -1.815], [-4.606, 3.351, -0.996], [-4.211, 2.562, 0.087], [-2.854, 2.391, 0.372], [-0.087, 2.940, 1.408], [0.516, 3.800, -0.878], [2.881, 1.732, -0.153], [4.197, 1.324, -0.345], [3.669, -1.192, -2.593], [1.320, -0.493, -2.208], [-0.337, 0.637, -1.062], [-1.507, 4.197, -2.167], [-3.920, 4.541, -2.674], [-5.663, 3.510, -1.207], [-4.952, 2.078, 0.729], [-2.547, 1.814, 1.243], [2.644, 2.625, 0.420], [5.036, 1.850, 0.107]],
  "lowdin_charge": [0.058, -0.224, -0.196, 0.188, -0.192, 0.177, -0.206, -0.029, -0.069, -0.082, -0.085, -0.026, 0.149, 0.114, 0.108, 0.102, 0.101, 0.115, 0.094, -0.534, 0.084, 0.092, -0.188, -0.053, -0.064, -0.305, -0.247, 0.646, -0.266, -0.061, -0.091, -0.100, -0.082, -0.066, -0.364, -0.363, -0.032, -0.036, 0.107, 0.099, 0.052, 0.106, 0.097, 0.095, 0.103, 0.064, 0.096, 0.111]
}

=====

# 2
{
  "formula": "C5H10S",
  "method": "ωB97M-V/def2-TZVPD",
  "relative_energy_kcal_mol": 80.73,
  "total_charge": 0,
  "e_homo_ev": -8.965,
  "smiles": "C=C(CC)CS",
  "elements": ["C", "C", "C", "C", "C", "S", "H", "H", "H", "H", "H", "H", "H", "H", "H", "H"],
  "coordinates": [[-1.237, 1.709, 0.532], [-0.555, 0.564, 0.379], [0.339, 0.337, -0.910], [1.683, -0.120, -0.429], [-0.811, -0.828, 0.936], [-1.109, -2.337, -0.061], [-2.023, 1.739, 1.381], [-0.963, 2.646, 0.110], [0.440, 1.352, -1.553], [0.029, -0.282, -1.793], [1.583, -1.209, -0.375], [2.647, 0.370, -0.984], [1.764, 0.262, 0.632], [-0.109, -1.226, 1.623], [-1.705, -1.089, 1.606], [0.028, -1.890, -1.094]],
  "lowdin_charge": [0.051, -0.339, -0.322, -0.162, -0.565, 0.640, 0.095, 0.046, 0.143, 0.081, 0.035, 0.129, 0.086, 0.034, 0.072, -0.023]
}

=====

# 3
{
  "formula": "C5H15NO2",
  "method": "ωB97M-V/def2-TZVPD",
  "relative_energy_kcal_mol": 43.29,
  "total_charge": 0,
  "e_homo_ev": -9.548,
  "smiles": "C=CCCNC.O.O",
  "elements": ["C", "C", "C", "C", "N", "C", "H", "H", "H", "H", "H", "H", "H", "H", "H", "H", "H", "O", "H", "H", "O", "H", "H"],
  "coordinates": [[-0.927, -3.263, 0.577], [-0.524, -1.997, 0.720], [-0.962, -0.872, -0.111], [-1.135, 0.476, 0.557], [0.124, 1.092, 0.947], [-0.117, 2.393, 1.664], [-1.510, -3.592, -0.265], [-0.509, -4.043, 1.204], [0.091, -1.872, 1.618], [-0.241, -0.848, -0.947], [-1.894, -1.127, -0.625], [-1.619, 1.180, -0.114], [-1.846, 0.285, 1.381], [0.528, 0.601, 1.744], [-1.171, 2.656, 1.525], [0.545, 3.128, 1.207], [0.085, 2.449, 2.740], [2.750, 0.523, -1.278], [1.969, 0.467, -0.690], [2.751, -0.350, -1.697], [0.976, 0.583, -3.403], [0.834, 1.412, -3.863], [1.803, 0.719, -2.891]],
  "lowdin_charge": [-0.005, -0.205, -0.225, -0.271, -0.113, -0.111, 0.053, 0.049, 0.100, 0.112, 0.121, 0.115, 0.123, 0.093, 0.070, 0.069, 0.074, -0.069, 0.028, 0.050, -0.084, 0.027, -0.003]
}

=====

# 4
{
  "formula": "C6H9N2O5P",
  "method": "ωB97M-V/def2-TZVPD",
  "relative_energy_kcal_mol": 10.97,
  "total_charge": 0,
  "e_homo_ev": -10.369,
  "elements": ["C", "C", "C", "C", "C", "C", "N", "N", "O", "O", "O", "O", "O", "P", "H", "H", "H", "H", "H", "H", "H", "H", "H"],
  "coordinates": [[-0.993, -0.850, -0.134], [-0.829, -1.483, 1.072], [-1.056, -0.918, 2.483], [-0.567, 1.264, 1.272], [0.217, -1.030, 3.323], [-2.149, 2.247, -2.192], [0.563, 1.604, 1.397], [-0.555, -2.890, 1.129], [0.083, -3.325, 0.190], [1.715, 1.796, 1.710], [-0.889, -3.539, 2.121], [-3.104, 1.051, 0.191], [-1.115, 1.470, -1.483], [-1.644, 0.824, -0.112], [-0.726, -1.271, -1.064], [-1.802, -1.665, 2.891], [-1.552, 0.057, 2.416], [0.227, -0.221, 4.146], [1.170, -0.849, 2.792], [0.426, -2.005, 3.776], [-2.178, 1.977, -3.262], [-1.915, 3.298, -1.978], [-3.109, 1.958, -1.739]],
  "lowdin_charge": [-0.013, -0.185, -0.207, -0.071, -0.088, -0.066, -0.128, -0.349, 0.097, 0.051, 0.082, -0.295, -0.262, 0.614, 0.087, 0.139, 0.075, 0.112, 0.078, 0.073, 0.097, 0.095, 0.064]
}

=====

# 5
{
  "formula": "C2H2Br2F2S",
  "method": "ωB97M-V/def2-TZVPD",
  "relative_energy_kcal_mol": 21.99,
  "total_charge": 0,
  "e_homo_ev": -8.884,
  "elements": ["C", "C", "F", "F", "S", "Br", "Br", "H", "H"],
  "coordinates": [[0.752, 1.066, 0.168], [-0.881, -0.610, 0.346], [-0.482, -1.519, 1.216], [-1.949, 0.046, 0.914], [-1.203, -1.166, -1.293], [2.023, 0.706, 1.518], [1.371, 1.081, -1.581], [0.140, 1.884, 0.355], [0.230, -1.489, -1.644]],
  "lowdin_charge": [-1.156, -0.818, 0.029, -0.004, 0.747, 0.629, 0.646, -0.039, -0.033]
}

=====

# 6
{
  "formula": "C7H10NOS2",
  "method": "ωB97M-V/def2-TZVPD",
  "relative_energy_kcal_mol": 21.92,
  "multiplicity": 3,
  "total_charge": 1,
  "e_homo_ev": [-10.276, -13.871],
  "elements": ["C", "C", "C", "C", "C", "C", "C", "N", "O", "S", "S", "H", "H", "H", "H", "H", "H", "H", "H", "H", "H"],
  "coordinates": [[-0.301, -0.596, -0.127], [0.889, 1.015, -0.409], [-1.827, 0.908, -1.172], [-2.609, 0.724, 0.098], [1.056, -0.207, 0.504], [1.171, 0.273, 1.930], [1.933, -1.336, -0.105], [-0.364, 0.610, -0.789], [1.520, 1.951, -0.661], [-2.118, -0.876, 0.764], [0.636, -2.115, -1.097], [-2.016, 0.262, -1.936], [-1.951, 1.864, -1.681], [-2.393, 1.394, 0.808], [-3.721, 0.706, -0.227], [0.413, 0.991, 2.117], [2.186, 0.446, 2.342], [0.738, -0.544, 2.544], [2.550, -2.015, 0.629], [2.718, -0.955, -0.731], [0.932, -1.460, -2.239]],
  "lowdin_charge": [-0.599, -0.448, -0.116, -0.396, -0.425, 0.009, -0.320, 0.001, 0.219, 1.090, 1.032, 0.091, 0.145, 0.049, 0.145, 0.081, 0.121, 0.098, 0.149, 0.088, -0.012]
}

=====

| no. | F_max (eV/A) | electronic energy (Eh) |
| --- | --- | --- |
| 1 | 3.23 | -1881.93860 |
| 2 | 4.68 | -594.56644 |
| 3 | 2.38 | -404.68608 |
| 4 | 3.53 | -1060.88983 |
| 5 | 3.85 | -5823.24347 |
| 6 | 5.81 | -1198.61385 |